Below is a cluster of 10 separate species, C18H56N12O10 in total, with properties calculated with ωB97M-V/def2-TZVPD.

Summary:
Energy relative to the best compared isomer or geometry (same formula, charge and spin) ... 58.35 kcal per mole
E_HOMO ... -9.4 eV
Electronic energy ... -57935.7316 eV
2S+1 ... 1
Kohn-Sham gap ... 9.437 eV

Each line ends with the Mulliken charge.
Geometry (Å):
1 N 17.7598 -23.9150 15.2278  -0.2116
2 C 17.8225 -25.2377 15.6172  0.5629
3 N 16.6447 -25.9086 15.4897  -0.4558
4 O 18.8684 -25.7468 16.0073  -0.5075
5 H 16.8818 -23.5960 14.8639  0.2102
6 H 18.5948 -23.3857 15.0820  0.1462
7 H 15.8096 -25.3771 15.3400  0.1389
8 H 16.6058 -26.8992 15.6288  0.2466
9 N 18.6244 -22.3007 22.3651  -0.3938
10 C 17.7633 -21.4500 21.7214  0.5451
11 N 17.2027 -22.0455 20.6057  -0.4010
12 O 17.5769 -20.2730 22.0010  -0.6446
13 H 19.0149 -23.1789 22.0838  0.1687
14 H 19.0406 -21.8753 23.1807  0.2536
15 H 16.4039 -21.4851 20.3363  0.2252
16 H 17.1533 -23.0390 20.7684  0.2410
17 N 24.4016 -22.4572 19.3590  0.0806
18 C 25.4243 -23.0188 20.1555  0.5478
19 N 25.8344 -22.1272 21.0969  -0.3330
20 O 25.9899 -24.0803 19.9554  -0.6651
21 H 24.1798 -23.0445 18.5807  -0.2235
22 H 24.0175 -21.5878 19.6779  0.2181
23 H 26.6748 -22.3128 21.6118  0.1985
24 H 25.3464 -21.2630 21.2501  0.1542
25 N 22.4552 -18.4245 20.6192  -0.3731
26 C 22.2858 -19.7067 21.0309  0.6136
27 N 21.0080 -20.0573 21.3027  -0.1727
28 O 23.2532 -20.4575 21.2203  -0.7562
29 H 21.6011 -17.8957 20.5617  0.1781
30 H 23.2978 -18.0219 20.2630  0.2108
31 H 20.8325 -20.9013 21.8151  0.1262
32 H 20.2499 -19.6718 20.7687  0.0890
33 N 20.8949 -24.6421 14.0551  -0.0374
34 C 21.9096 -25.0373 13.2252  0.5751
35 N 22.3065 -24.0365 12.3706  -0.3633
36 O 22.4508 -26.1280 13.3212  -0.6335
37 H 20.5635 -23.7034 13.9622  0.0472
38 H 20.6129 -25.2780 14.7857  -0.0113
39 H 23.1020 -24.2795 11.8054  0.2369
40 H 21.7655 -23.2140 12.2027  0.1833
41 N 19.3081 -19.1499 17.6243  -0.2506
42 C 18.2795 -19.2979 16.7470  0.4616
43 N 18.4642 -20.3075 15.8581  -0.2697
44 O 17.3131 -18.5357 16.6792  -0.6959
45 H 19.2121 -18.4809 18.3628  0.1575
46 H 20.0135 -19.8615 17.6162  0.1819
47 H 17.7403 -20.5849 15.2223  0.1928
48 H 19.2068 -20.9986 15.9418  0.2619
49 C 27.2109 -26.6406 15.6569  -1.6232
50 C 25.7376 -26.3760 15.5864  0.8768
51 C 25.2384 -25.5769 16.8182  -1.0717
52 O 25.4958 -25.6204 14.4064  -0.5420
53 H 27.5402 -27.1149 16.5805  0.3840
54 H 27.8838 -25.7956 15.4753  0.3578
55 H 27.5226 -27.2675 14.8116  0.3921
56 H 25.2585 -27.3617 15.5796  0.1534
57 H 25.6926 -26.0387 17.6982  0.4187
58 H 24.1766 -25.8237 16.8938  0.2491
59 H 25.5267 -24.5292 16.8229  0.1730
60 H 24.6277 -25.2104 14.4713  0.1744
61 C 21.6242 -24.1352 17.3461  -0.0481
62 C 20.4517 -23.1632 17.2276  2.0941
63 C 20.1302 -22.5750 18.5885  -1.9199
64 O 20.7400 -22.1667 16.2671  -0.1546
65 H 21.6475 -24.7879 16.4727  0.2273
66 H 21.5235 -24.7842 18.2196  0.1086
67 H 22.5947 -23.6789 17.5396  -0.9554
68 H 19.5846 -23.7709 16.9520  -0.2685
69 H 20.3554 -23.1578 19.4894  0.3493
70 H 19.0841 -22.3458 18.8120  0.5839
71 H 20.7284 -21.6741 18.7620  -0.1279
72 H 21.6800 -21.9140 16.4090  0.1267
73 C 23.6973 -21.2376 14.1611  -1.0365
74 C 24.3022 -21.4374 15.5489  1.3166
75 C 25.5739 -20.6476 15.7399  -1.5456
76 O 23.3387 -21.0198 16.5356  -0.3978
77 H 23.9040 -22.0430 13.4612  0.2438
78 H 24.0147 -20.2849 13.7219  0.3833
79 H 22.6228 -21.0377 14.2108  0.1801
80 H 24.4853 -22.4846 15.7927  -0.4817
81 H 25.4111 -19.5893 15.5153  0.4078
82 H 26.4409 -21.0486 15.2172  0.3595
83 H 25.8454 -20.6335 16.8001  0.3642
84 H 23.0949 -20.0953 16.4039  0.1447
85 C 19.9530 -27.1963 18.7201  -0.9315
86 C 20.4975 -27.6716 20.0495  0.5207
87 C 22.0221 -27.9393 19.9682  -1.3294
88 O 20.2106 -26.6324 20.9953  -0.5481
89 H 20.1770 -27.9253 17.9337  0.3876
90 H 20.3592 -26.2254 18.4335  -0.0838
91 H 18.8733 -27.0832 18.5933  0.3947
92 H 19.9690 -28.5837 20.3445  0.2696
93 H 22.2914 -28.7230 20.6731  0.3572
94 H 22.5114 -26.9700 20.1026  0.3642
95 H 22.4065 -28.2447 18.9934  0.3277
96 H 21.0148 -26.5238 21.5159  0.3210

Cartesian forces (eV/Å) of the 6 atoms listed first:
N -0.8 -0.7 0.3
C 1.1 0.2 -0.2
N 0.0 0.4 0.1
O -0.5 0.0 -0.2
H 0.2 0.4 -0.2
H 0.1 0.0 0.1

Below is a cluster of 3 separate species, C2H10NO3 in total, with properties calculated with ωB97M-V/def2-TZVPD.

Summary:
Energy relative to the best compared isomer or geometry (same formula, charge and spin) ... 37.56 kcal per mole
E_HOMO ... -3.9 eV
Electronic energy ... -9868.1421 eV
2S+1 ... 1
Kohn-Sham gap ... 8.016 eV
Charge ... -1

Each line ends with the Mulliken charge.
Geometry (Å):
1 C -0.7125 -0.9417 0.1789  -0.4737
2 O 0.5660 -0.7957 -0.3899  -0.8658
3 C -1.5978 -0.0728 -0.7364  -0.1943
4 N -1.9066 1.2905 0.0060  -0.7170
5 H -1.0173 -2.0744 0.2511  0.1741
6 H -0.6502 -0.3678 1.0837  0.2541
7 H -1.0313 0.0218 -1.7013  0.1857
8 H -2.5582 -0.4776 -1.0661  0.2887
9 H -1.1973 1.3464 0.8100  0.2496
10 H -1.6949 2.0987 -0.6339  0.2365
11 H 2.6721 -0.9882 1.5434  0.2416
12 H 1.3151 -1.2377 0.6850  0.4129
13 O 1.9935 -1.6862 1.3294  -0.7736
14 H 1.9860 1.9306 0.1798  0.2565
15 H 1.6399 0.5494 -0.8992  0.4218
16 O 2.1936 1.4045 -0.6405  -0.6972

Cartesian forces (eV/Å) of the 6 atoms listed first:
C 1.0 -0.1 -2.7
O -0.4 -0.6 0.1
C -0.8 1.3 0.0
N 1.7 -0.6 -0.6
H 0.2 2.0 0.2
H -0.6 -0.6 1.5

Below is a structure of composition C19H37Br10Cl3O2, with properties calculated with ωB97M-V/def2-TZVPD.

Summary:
Energy relative to the best compared isomer or geometry (same formula, charge and spin) ... 614.42 kcal per mole
E_HOMO ... -8.0 eV
Electronic energy ... -762361.9886 eV
2S+1 ... 1
Kohn-Sham gap ... 8.096 eV

Each line ends with the Mulliken charge.
Geometry (Å):
1 C 0.4026 0.3022 0.2050  -1.6775
2 Cl -1.1921 0.6202 -0.4802  -0.2800
3 Cl 0.4272 -0.8108 1.6142  -0.3883
4 Cl 1.0371 1.8610 0.7751  0.4036
5 H 1.0623 -0.0304 -0.5963  0.7096
6 C 1.5449 1.8291 -3.1045  -0.7805
7 C 2.2229 0.4982 -2.9887  -0.6350
8 C 1.0882 -0.4453 -3.4339  -0.8635
9 O -0.0525 0.2500 -2.9133  0.1277
10 C 0.2568 1.5620 -2.4213  1.2023
11 H 1.5392 2.1789 -4.1368  0.3145
12 H 2.1892 2.5199 -2.5606  0.3195
13 H 2.4569 0.3559 -1.9337  0.2343
14 H 3.1856 0.4806 -3.4995  0.3694
15 H 1.2473 -1.3433 -2.8369  0.0120
16 H 1.0428 -0.5662 -4.5162  0.4588
17 H 0.4454 1.6563 -1.3519  -0.9938
18 H -0.4274 2.2740 -2.8829  0.4211
19 C -3.7309 0.3424 2.1704  -0.7632
20 C -2.4966 0.7189 1.3910  1.2927
21 C -2.8130 1.8494 0.4549  -1.1927
22 O -4.0352 2.3927 0.9676  -0.5971
23 C -4.7379 1.2889 1.6112  -0.5644
24 H -3.6196 0.5165 3.2406  0.3077
25 H -3.9847 -0.7115 2.0564  0.2493
26 H -2.0567 -0.1221 0.8549  -0.1695
27 H -1.7854 1.1108 2.1181  -0.3021
28 H -3.0066 1.5475 -0.5744  0.7344
29 H -2.1167 2.6657 0.2629  0.7031
30 H -5.3258 0.8360 0.8129  0.2696
31 H -5.4862 1.6079 2.3367  0.3693
32 Br 2.5005 4.5950 3.0634  -0.1183
33 C 2.1994 3.9049 1.2674  -1.0600
34 C 3.5276 3.2502 0.7652  -0.3447
35 Br 3.2245 2.6649 -1.0944  -0.0865
36 H 1.9131 4.6411 0.5163  0.5194
37 H 1.3193 3.2620 1.2646  0.3940
38 H 3.6382 2.2968 1.2818  0.3100
39 H 4.3462 3.9698 0.7500  0.4256
40 Br 1.1606 -1.5182 -0.7860  0.5931
41 C 0.4288 -3.2971 -1.3505  -0.4551
42 C 0.3838 -3.3972 -2.8827  -0.5792
43 Br -0.0659 -5.2602 -3.5072  -0.1741
44 H -0.5435 -3.5307 -0.9167  0.3216
45 H 1.0620 -4.0945 -0.9615  0.6436
46 H 1.4350 -3.2959 -3.1526  0.5225
47 H -0.2209 -2.5995 -3.3141  -0.3288
48 Br 0.5675 -1.8909 5.1819  -0.2057
49 C 1.7196 -0.2829 4.8692  -0.7481
50 C 1.5999 0.0079 3.3612  -0.4936
51 Br 2.6196 1.6607 2.8884  -0.2350
52 H 2.7558 -0.5503 5.0760  0.4788
53 H 1.3320 0.5038 5.5164  0.4896
54 H 0.5858 0.2762 3.0652  -0.0001
55 H 2.0193 -0.8435 2.8251  0.8084
56 Br -1.1143 -3.1789 1.4604  -0.0881
57 C 0.3766 -2.8779 2.7254  0.2565
58 C 1.2998 -4.0748 2.6058  -0.5739
59 Br 2.1510 -4.1356 0.8150  -0.1518
60 H -0.0503 -3.0198 3.7182  0.4128
61 H 0.7806 -1.8684 2.6494  -0.9598
62 H 0.6841 -4.9539 2.7963  0.4783
63 H 2.0647 -4.0480 3.3819  0.3952
64 Br -2.8605 2.0993 -2.0223  -0.2557
65 C -2.6128 0.6960 -3.4104  -0.5104
66 C -2.1591 -0.5717 -2.7262  0.8046
67 Br -1.6978 -1.8707 -4.1444  -0.2403
68 H -1.9297 1.0979 -4.1587  0.3298
69 H -3.5348 0.4293 -3.9270  0.5235
70 H -2.8946 -1.0066 -2.0495  0.7089
71 H -1.2926 -0.4246 -2.0815  -1.0981

Cartesian forces (eV/Å) of the 6 atoms listed first:
C -1.9 3.9 3.0
Cl 6.0 -1.5 -1.8
Cl -4.3 3.8 -8.7
Cl -4.0 -4.2 -2.6
H -0.3 5.0 0.9
C 2.0 0.6 -0.7